[1]
# C13H13ClSi

A cluster of 2 separate species, C13H13ClSi in total (wB97M-V/def2-TZVPD, the Open Molecules 2025 dataset).

The geometry in XYZ format:
```
28
Properties=species:S:1:pos:R:3:lowdin_charge:R:1
C 3.681 -0.364 -0.579 -0.100
C -1.918 2.873 -0.367 -0.090
C 3.135 -0.010 0.644 -0.086
C 2.888 -0.879 -1.591 -0.085
C -1.949 2.047 -1.480 -0.081
C -1.796 2.309 0.893 -0.082
C 1.771 -0.177 0.874 -0.103
C 1.526 -1.072 -1.368 -0.104
C -1.830 0.680 -1.343 -0.070
C -1.685 0.941 1.040 -0.069
C 1.046 -0.706 -0.149 -0.026
C -1.670 0.093 -0.078 -0.363
C -1.414 -1.313 0.102 -0.769
Si -1.250 -2.215 1.742 0.623
Cl -1.615 -2.336 -1.268 0.665
H 4.741 -0.246 -0.746 0.100
H -1.995 3.944 -0.482 0.099
H 3.764 0.382 1.431 0.103
H 3.316 -1.148 -2.544 0.102
H -2.075 2.471 -2.468 0.104
H -1.784 2.940 1.772 0.104
H 1.328 0.096 1.818 0.090
H 0.893 -1.501 -2.130 0.078
H -1.839 0.054 -2.223 0.079
H -1.604 0.510 2.026 0.084
H -0.906 -3.597 1.426 -0.068
H -2.532 -2.171 2.460 -0.068
H -0.225 -1.605 2.586 -0.070
```

The total energy comes out at -1252.729880 Ha. For the gap between HOMO and LUMO (spin up / spin down), the calculation gives 0.27783 / 0.27984 Ha. As for the HOMO energy (spin up / spin down): -8.2 / -7.6 eV. The calculation puts the energy above the lowest of the compared OMol25 structures with the same formula, charge and spin at 2.457 eV. The charge is 0.

---

[2]
# C13H13IrN6S2

A structure of composition C13H13IrN6S2 (wB97M-V/def2-TZVPD, the Open Molecules 2025 dataset).

The geometry in XYZ format:
```
35
Properties=species:S:1:pos:R:3:lowdin_charge:R:1
Ir -1.188 -0.584 0.226 1.106
N -4.192 -2.610 2.486 0.155
C -3.501 -1.931 1.584 -0.705
S -1.724 -2.200 1.530 0.773
N -4.073 -1.132 0.730 0.050
N -3.172 -0.549 -0.094 -0.235
C -3.586 0.166 -1.082 -0.005
C -2.558 0.767 -1.898 -0.225
C -2.836 1.501 -3.038 0.041
C -1.784 1.975 -3.804 0.028
C -0.480 1.695 -3.414 0.013
C -0.260 0.967 -2.264 -0.069
N -1.271 0.522 -1.499 -0.078
H -3.754 -3.267 3.110 0.121
H -5.199 -2.529 2.503 0.144
H -4.645 0.274 -1.285 0.160
H -3.865 1.675 -3.324 0.142
H -1.977 2.549 -4.701 0.140
H 0.367 2.046 -3.988 0.135
H 0.742 0.752 -1.920 0.112
N 5.341 0.706 2.652 0.106
C 5.008 0.032 1.543 -0.809
S 6.111 -0.636 0.539 0.795
C 3.534 -0.080 1.248 -0.169
C 3.113 -0.824 0.144 -0.011
C 1.778 -0.924 -0.148 -0.113
N 0.826 -0.331 0.609 -0.190
C 1.216 0.381 1.680 -0.103
C 2.545 0.529 2.018 0.028
H 6.320 0.798 2.874 0.117
H 4.683 1.109 3.293 0.097
H 3.852 -1.317 -0.473 0.088
H 1.433 -1.502 -0.995 0.123
H 0.434 0.840 2.270 0.118
H 2.765 1.130 2.888 0.121
```

The total energy comes out at -1731.872490 Ha. For the gap between HOMO and LUMO (spin up / spin down), the calculation gives 0.14238 / 0.14374 Ha. As for the HOMO energy (spin up / spin down): -13.6 / -13.6 eV. The calculation puts the energy above the lowest of the compared OMol25 structures with the same formula, charge and spin at 0.186 eV. The charge is +2.

---

[3]
# C13H13N2

The ion C13H13N2 with charge +1 (wB97M-V/def2-TZVPD, the Open Molecules 2025 dataset).

The geometry in XYZ format:
```
28
Properties=species:S:1:pos:R:3:lowdin_charge:R:1
C -1.101 -1.395 -1.310 0.050
C -0.881 -0.845 0.166 -0.478
C -1.857 -1.476 1.054 0.016
N 0.459 -1.284 0.278 0.209
C 1.479 -0.528 0.130 -0.171
C 2.780 -1.150 0.194 0.041
C 3.839 -0.361 0.110 -0.056
C 3.835 1.031 -0.220 0.070
C 2.563 1.629 -0.229 0.000
C 1.431 0.939 0.058 -0.038
C 0.097 1.417 0.123 -0.081
C -0.459 2.740 0.100 0.016
C -1.818 2.631 0.012 -0.046
N -2.160 1.311 0.061 0.155
C -1.023 0.610 0.157 -0.148
H -2.162 -1.673 -1.426 0.103
H -0.434 -2.215 -1.450 0.085
H -0.864 -0.766 -2.155 0.098
H -1.315 -2.349 1.356 0.109
H -2.753 -1.760 0.518 0.103
H -2.067 -0.987 1.886 0.053
H 3.049 -2.100 0.503 0.115
H 4.736 -0.920 0.078 0.110
H 4.764 1.515 -0.544 0.138
H 2.576 2.721 -0.186 0.134
H 0.063 3.701 0.207 0.127
H -2.601 3.296 0.059 0.108
H -3.124 1.064 0.108 0.176
```

The total energy comes out at -612.359197 Ha. For the gap between HOMO and LUMO (spin up / spin down), the calculation gives 0.23430 / 0.23408 Ha. As for the HOMO energy (spin up / spin down): -12.4 / -12.4 eV. The calculation puts the energy above the lowest of the compared OMol25 structures with the same formula, charge and spin at 1.652 eV. The charge is +1.

---

[4]
# C13H13OP

A cluster of 2 separate species, C13H13OP in total (wB97M-V/def2-TZVPD, the Open Molecules 2025 dataset).

The geometry in XYZ format:
```
28
Properties=species:S:1:pos:R:3:lowdin_charge:R:1
C 3.445 2.197 1.535 -0.095
C -1.033 -2.931 -2.456 -0.086
C 2.538 1.951 2.530 -0.124
C 3.167 1.796 0.221 -0.091
C -2.206 -2.232 -2.571 -0.108
C -0.069 -2.545 -1.570 -0.100
C 1.367 1.274 2.307 -0.096
C 1.992 1.168 -0.036 -0.176
C -2.445 -1.145 -1.777 -0.054
C -0.167 -1.409 -0.847 -0.122
C 1.108 0.944 0.948 -0.079
C -1.423 -0.752 -0.814 -0.300
C -2.948 -0.154 1.556 -0.209
O -2.081 1.813 -0.071 -0.253
P -1.583 0.384 0.600 0.880
H 4.269 2.701 1.964 0.089
H -0.852 -3.680 -3.221 0.112
H 2.798 2.222 3.598 0.126
H 3.965 1.881 -0.511 0.105
H -2.974 -2.449 -3.307 0.110
H 0.950 -2.870 -1.681 0.109
H 0.700 1.018 3.017 0.052
H 1.672 0.926 -1.089 0.120
H -3.473 -0.813 -1.709 0.108
H 0.591 -0.974 -0.215 0.051
H -2.523 -0.961 2.185 -0.011
H -3.258 0.675 2.241 0.000
H -1.525 1.966 -0.827 0.041
```

The total energy comes out at -919.590801 Ha. For the gap between HOMO and LUMO (spin up / spin down), the calculation gives 0.27482 / 0.28092 Ha. As for the HOMO energy (spin up / spin down): -7.9 / -7.9 eV. The calculation puts the energy above the lowest of the compared OMol25 structures with the same formula, charge and spin at 3.316 eV. The charge is 0.

---

[5]
# C13H13PS

A structure of composition C13H13PS (wB97M-V/def2-TZVPD, the Open Molecules 2025 dataset).

The geometry in XYZ format:
```
28
Properties=species:S:1:pos:R:3:lowdin_charge:R:1
C 3.782 -1.166 0.073 -0.105
C -3.761 -0.973 -0.464 -0.095
C 2.675 -1.834 0.604 -0.065
C 3.644 0.107 -0.398 -0.098
C -2.664 -1.360 -1.216 -0.067
C -3.645 -0.027 0.500 -0.070
C 1.369 -1.245 0.580 -0.013
C 2.396 0.683 -0.503 -0.064
C -1.479 -0.772 -0.881 -0.077
C -2.458 0.663 0.761 -0.050
C 1.252 0.086 0.109 -0.270
C -1.304 0.262 0.044 -0.372
C -0.015 0.910 0.236 -0.646
P 0.038 2.291 1.464 0.800
S -0.281 2.443 -1.457 0.488
H 4.816 -1.566 0.108 0.116
H -4.608 -1.460 -0.625 0.061
H 2.983 -2.759 1.089 0.098
H 4.429 0.691 -0.726 0.083
H -2.838 -2.104 -1.984 0.113
H -4.589 0.107 1.031 0.112
H 0.383 -1.744 0.713 0.117
H 2.284 1.629 -1.032 0.079
H -0.753 -1.149 -1.657 0.144
H -2.332 1.460 1.412 0.032
H 1.367 2.805 1.035 -0.067
H 1.005 1.645 2.435 -0.062
H -1.696 2.376 -1.249 -0.122
```

The total energy comes out at -1242.594602 Ha. For the gap between HOMO and LUMO, the calculation gives 0.29715 Ha. As for the HOMO energy: -8.6 eV. The calculation puts the energy above the lowest of the compared OMol25 structures with the same formula, charge and spin at 1.255 eV. The charge is 0.

---

[6]
# C13H14Br2CaI2N5OS3

A structure of composition C13H14Br2CaI2N5OS3 (wB97M-V/def2-TZVPD, the Open Molecules 2025 dataset).

The geometry in XYZ format:
```
41
Properties=species:S:1:pos:R:3:lowdin_charge:R:1
Ca 1.149 1.743 0.740 0.489
S -1.105 2.364 -0.604 0.478
C -1.644 1.088 -1.668 -0.697
C -2.902 1.218 -2.275 -0.047
C -3.411 0.244 -3.114 -0.157
C -4.715 0.435 -3.689 -0.153
N -5.754 0.601 -4.147 0.204
C -2.675 -0.918 -3.401 -0.172
C -1.422 -1.063 -2.829 -0.038
C -0.924 -0.081 -1.982 -0.577
S 0.643 -0.346 -1.240 0.872
C -3.190 -1.944 -4.259 -0.166
N -3.598 -2.784 -4.927 0.195
H -3.488 2.104 -2.076 0.122
H -0.836 -1.946 -3.043 0.125
Br -0.986 1.140 3.097 0.587
C -2.477 0.470 2.058 -1.001
Br -2.091 -1.222 1.237 0.661
H -2.658 1.199 1.277 -0.046
H -3.306 0.339 2.741 0.010
I 1.637 4.148 3.012 0.826
C 2.188 5.492 1.464 -1.110
I 2.551 4.509 -0.378 0.881
H 3.101 5.987 1.767 -0.027
H 1.370 6.185 1.317 -0.023
O 2.421 1.375 -1.550 -0.229
N 1.565 0.856 -2.198 -0.232
C 0.753 -3.234 2.883 -0.066
N 1.290 -1.886 2.907 -0.043
C 2.219 -1.413 2.080 -0.818
S 2.814 0.187 2.322 0.530
N 2.665 -2.218 1.117 -0.023
C 3.739 -1.929 0.176 -0.071
H 0.043 -3.334 3.699 0.099
H 1.543 -3.973 3.030 0.100
H 0.222 -3.437 1.951 0.075
H 0.949 -1.232 3.592 0.092
H 2.290 -3.154 1.088 0.129
H 4.077 -0.909 0.326 0.044
H 3.379 -2.051 -0.845 0.080
H 4.574 -2.607 0.344 0.097
```

The total energy comes out at -8468.199211 Ha. For the gap between HOMO and LUMO, the calculation gives 0.24238 Ha. As for the HOMO energy: -11.0 eV. The calculation puts the energy above the lowest of the compared OMol25 structures with the same formula, charge and spin at 0.012 eV. The charge is +1.